Record 1
Here is one molecule with the formula C5H10N2O2 from OMol25. Energies are from ωB97M-V/def2-TZVPD.

Computed properties:
E_HOMO	-0.314	Eh
charge	0
gap between HOMO and LUMO	0.3385	hartree
LUMO energy	0.672	eV

Geometry as XYZ:
```
19
Properties=species:S:1:pos:R:3:forces:R:3:lowdin_charge:R:1
C -0.4309 -1.9426 0.4151 1.02 0.97 2.93 -0.024
C -0.5571 -0.9448 -0.6298 0.47 1.33 -0.92 -0.404
O -0.8266 -1.1497 -1.7897 0.00 0.40 0.70 0.114
C -0.2283 0.5552 -0.0465 2.12 -1.16 -0.76 -0.402
C -1.0612 1.0153 1.1272 -1.40 -0.62 -0.12 -0.017
C -0.2553 1.4458 -1.2510 2.38 -1.07 -0.18 -0.188
O 0.6566 1.4438 -2.0446 -0.67 0.33 -0.16 0.067
N 1.2052 0.4740 0.4138 -2.52 -3.35 -2.38 -0.092
N 2.1526 -0.1940 -0.3757 0.98 1.09 -2.49 -0.002
H -0.3938 -2.9875 0.1867 0.53 -0.38 -0.58 0.085
H -1.3928 -1.8247 0.9024 -0.31 -0.08 0.67 0.083
H 0.3742 -1.5145 1.1855 -1.64 -1.38 -1.55 0.146
H -0.4627 1.0044 2.0421 -0.10 0.01 -0.14 0.084
H -1.8693 0.2109 1.2531 0.61 1.80 0.14 0.104
H -1.4392 2.0633 0.9549 -0.05 -1.24 0.28 0.100
H -1.0395 2.1132 -1.3366 -2.18 1.74 -0.41 0.101
H 1.4841 1.1822 0.9796 1.41 2.37 1.52 0.074
H 1.7997 -1.1140 -0.5691 0.01 -0.67 0.48 0.044
H 2.2841 0.1636 -1.4175 -0.66 -0.08 2.94 0.128
```
Forces are in eV/Å.

Record 2
Here is C10H28AlN2P2S as an isolated structure from OMol25. Energies are from ωB97M-V/def2-TZVPD.

Computed properties:
E_HOMO	-0.383	Eh
charge	+1
gap between HOMO and LUMO	0.2941	hartree
LUMO energy	-2.420	eV

Geometry as XYZ:
```
44
Properties=species:S:1:pos:R:3:forces:R:3:lowdin_charge:R:1
Al -0.1485 -0.0008 0.1892 1.03 -0.40 -1.13 -0.246
H -3.4738 -0.3178 -0.8256 -0.01 0.40 0.00 0.037
H -3.3736 0.4232 -0.7414 -0.09 -0.41 -0.07 0.025
P 0.2158 -2.4349 -0.3391 -0.63 -0.55 0.52 0.694
P 0.1613 2.4180 -0.2286 -0.72 0.62 0.54 0.700
C 0.3556 3.3186 1.3428 0.22 0.49 -0.02 -0.265
H 0.5390 4.3836 1.1500 -0.05 -0.16 0.23 0.055
H -0.5351 3.2061 1.9738 0.31 0.12 -0.34 0.013
H 1.2091 2.8978 1.8855 -0.11 0.09 -0.05 0.052
C 1.5536 3.0029 -1.2485 0.16 -0.21 -0.03 -0.237
H 1.4568 2.6034 -2.2661 0.03 0.08 0.24 0.056
H 1.5754 4.1003 -1.2921 -0.07 -0.28 0.04 0.058
H 2.4961 2.6407 -0.8191 -0.19 0.08 -0.12 0.054
C -1.3027 3.1990 -0.9899 0.09 0.14 -0.08 -0.261
H -2.1793 3.0261 -0.3532 0.16 0.04 -0.15 0.040
H -1.1500 4.2791 -1.1180 -0.11 -0.24 0.00 0.054
H -1.4885 2.7370 -1.9671 0.01 0.10 0.21 0.051
C 1.6993 -3.0133 -1.2223 0.11 0.09 -0.07 -0.247
H 1.7033 -4.1077 -1.3127 -0.03 0.27 0.01 0.055
H 1.7234 -2.5654 -2.2240 0.04 -0.11 0.23 0.053
H 2.5928 -2.6928 -0.6712 -0.19 -0.07 -0.16 0.051
C 0.1994 -3.4394 1.1842 0.16 -0.42 -0.03 -0.282
H -0.7479 -3.2960 1.7164 0.17 -0.03 -0.18 0.022
H 0.3201 -4.5011 0.9335 -0.02 0.15 0.21 0.054
H 1.0169 -3.1287 1.8438 -0.08 -0.10 -0.14 0.036
C -1.1913 -3.1436 -1.2695 0.20 -0.09 -0.12 -0.259
H -1.2815 -2.6300 -2.2338 -0.02 -0.11 0.19 0.047
H -1.0450 -4.2193 -1.4372 -0.11 0.25 0.01 0.053
H -2.1160 -2.9858 -0.7014 0.17 -0.03 -0.11 0.043
H -0.5845 0.0140 -1.3648 -0.30 0.05 0.02 -0.082
H 1.3130 -0.0140 0.8647 -0.01 0.06 0.33 -0.074
C 0.1449 -1.3614 4.1696 0.13 -0.28 0.08 -0.005
N -0.4959 -0.0526 4.1791 -0.56 0.49 -0.61 -0.099
C -0.5026 0.8525 5.2294 -0.07 0.08 -0.35 -0.013
C -1.2079 1.9417 4.8319 0.12 -0.37 -0.36 -0.031
N -1.6172 1.6873 3.5331 0.09 -0.97 0.03 0.074
C -1.2204 0.4366 3.1408 0.21 0.98 1.61 -0.691
S -1.7945 -0.4400 1.8048 -0.08 0.13 -0.78 0.707
H -0.5948 -2.1349 3.9242 0.22 0.26 0.14 0.090
H 0.9507 -1.3896 3.4222 -0.29 0.13 0.26 0.091
H 0.5550 -1.5317 5.1693 -0.08 -0.06 -0.27 0.104
H -0.0116 0.6197 6.1568 0.01 0.11 0.03 0.133
H -1.4808 2.8461 5.3450 0.13 0.00 0.02 0.130
H -2.1893 2.2897 2.9526 0.02 -0.29 0.24 0.158
```
Forces are in eV/Å.

Record 3
Here is one molecule with the formula C7H14N2O2 from OMol25. Energies are from ωB97M-V/def2-TZVPD.

Computed properties:
E_HOMO	-0.328	Eh
charge	0
gap between HOMO and LUMO	0.3343	hartree
LUMO energy	0.181	eV

Geometry as XYZ:
```
25
Properties=species:S:1:pos:R:3:forces:R:3:lowdin_charge:R:1
C -0.4963 -0.8563 2.0498 0.25 -0.57 2.05 -0.116
C -1.7252 -0.1611 1.4997 -3.20 0.16 0.63 -0.286
C -1.6106 1.2360 0.8901 0.76 0.41 3.85 -0.220
C -0.4746 1.3047 -0.0177 1.72 -1.12 -2.17 -0.153
N -0.4928 0.1784 -1.0300 0.78 1.58 1.59 -0.121
C 0.5264 -0.9263 -1.1110 -3.60 -0.92 -1.98 -0.077
C 1.8699 -0.5698 -0.5976 1.67 -0.61 2.75 -0.460
C 2.8919 -0.2132 -1.5989 1.43 -0.52 -1.48 -0.025
O 2.1586 -0.6643 0.6018 -0.60 0.24 -2.06 0.063
N -1.3192 0.3470 -1.9900 -0.63 -0.84 -2.78 -0.089
O -2.0027 1.3713 -2.0127 0.40 -0.61 0.72 -0.072
H 0.0676 -1.3561 1.2335 -0.14 0.60 1.17 0.032
H 0.2039 -0.2350 2.7668 -1.30 -0.92 -1.78 0.121
H -0.9007 -1.6655 2.7367 0.66 0.68 -0.84 0.087
H -2.2042 -0.7593 0.7480 0.46 -0.84 -1.05 0.085
H -2.6957 -0.2330 2.1548 2.12 0.70 -0.12 0.138
H -1.3239 1.9108 1.7894 -0.64 -0.57 -1.45 0.149
H -2.5088 1.5851 0.4535 -0.94 0.22 -0.32 0.092
H 0.4342 1.0300 0.5063 0.30 1.05 0.27 0.101
H -0.4958 2.2021 -0.6747 0.53 -0.27 0.92 0.133
H 0.5211 -1.2042 -2.2280 0.30 0.44 1.65 0.151
H 0.0429 -1.7948 -0.5901 0.96 0.61 -0.27 0.131
H 3.7712 0.2955 -1.1417 -0.96 0.04 -0.30 0.096
H 2.3647 0.3615 -2.4123 1.05 -0.51 0.52 0.103
H 3.3983 -1.1833 -2.0258 -1.39 1.58 0.49 0.136
```
Forces are in eV/Å.

Record 4
Here is C30H26ClF3N3O9 as an isolated structure from OMol25. Energies are from ωB97M-V/def2-TZVPD.

Computed properties:
E_HOMO	-0.434	Eh
charge	+1
gap between HOMO and LUMO	0.2571	hartree
LUMO energy	-4.822	eV

Geometry as XYZ:
```
72
Properties=species:S:1:pos:R:3:forces:R:3:lowdin_charge:R:1
F -2.9571 -1.1379 0.4233 2.99 4.23 -2.60 0.039
C -2.0890 -0.0727 -0.1992 -0.36 0.40 -0.25 -0.226
F -1.1008 0.3250 0.8353 -3.39 -1.43 -3.55 0.014
F -2.8712 1.1531 -0.5342 2.36 -4.24 1.60 0.044
O -1.4691 -0.5438 -1.4712 -0.75 1.75 3.82 -0.029
C -0.1856 0.1519 -1.6492 2.14 0.99 0.06 -0.138
C 0.4361 0.0807 -3.1696 0.45 0.46 -0.07 -0.177
C 1.9649 -0.5909 -3.0717 -1.47 -0.96 -2.12 -0.151
N 2.9035 0.2147 -2.2031 -1.22 4.00 -2.53 0.088
C 2.7466 1.7061 -2.3750 0.25 0.23 0.83 -0.178
N 3.8024 2.4971 -1.9046 -0.97 -1.50 -0.77 -0.310
Cl 3.5602 3.8031 -0.7527 1.86 -3.51 2.55 0.823
N 1.5587 2.4440 -2.9432 0.59 -3.37 1.47 0.033
C 0.6970 1.5886 -3.8436 0.21 -2.11 -1.00 -0.145
H 0.6252 -0.3648 -0.9419 -1.94 1.29 -1.32 0.151
H -0.2918 1.3115 -1.3906 0.05 -2.63 -0.26 0.145
H -0.2695 -0.5261 -3.8894 1.66 0.98 1.48 0.168
H 1.7999 -1.7015 -2.7283 0.81 2.30 -0.18 0.153
H 2.4397 -0.6185 -4.1665 -1.21 -0.12 2.29 0.145
H 3.8971 -0.1024 -2.2727 -1.06 0.44 0.40 0.155
H 4.7786 2.2418 -2.2403 -1.64 0.54 1.39 0.155
H 0.9638 2.8950 -2.2123 1.18 -0.09 -0.63 0.135
H -0.2902 2.1018 -4.2089 2.00 -0.69 1.18 0.150
H 1.3458 1.3808 -4.8231 -1.51 0.52 2.07 0.142
C 0.1986 3.0512 5.2861 -0.22 0.04 0.36 0.021
C -0.8114 2.6927 6.0847 0.40 0.28 -0.09 0.028
C -1.7636 1.6367 5.6883 -0.85 -0.28 0.71 -0.377
O -2.6895 1.3093 6.4178 0.72 0.25 -0.60 0.114
C -1.5557 0.9913 4.3768 0.27 -0.06 -0.46 0.032
C -0.5457 1.3499 3.5782 -0.29 -0.26 0.11 0.017
C 0.4066 2.4059 3.9746 0.54 0.22 -0.34 -0.384
O 1.3325 2.7333 3.2452 -0.49 -0.18 0.28 0.083
H 0.9056 3.8244 5.5613 0.00 -0.03 -0.03 0.123
H -0.9769 3.1560 7.0500 -0.03 -0.04 -0.03 0.127
H -2.2626 0.2182 4.1016 -0.02 0.01 0.04 0.120
H -0.3802 0.8866 2.6129 0.07 0.12 0.32 0.088
C 1.1816 -4.0792 2.7078 -0.05 -0.10 0.40 0.023
C 0.4953 -4.2214 3.8458 0.42 -0.02 -0.29 0.031
C -0.8774 -3.6959 3.9833 -0.40 -0.21 0.91 -0.384
O -1.5055 -3.8238 5.0253 0.39 0.11 -0.81 0.109
C -1.4625 -3.0092 2.8147 0.02 0.21 -0.52 0.019
C -0.7762 -2.8670 1.6766 -0.29 0.04 0.22 0.013
C 0.5965 -3.3924 1.5391 0.36 -0.11 -0.40 -0.382
O 1.2246 -3.2645 0.4972 -0.29 0.13 0.36 0.076
H 2.1896 -4.4580 2.5905 -0.04 0.00 -0.03 0.125
H 0.9103 -4.7232 4.7117 -0.06 0.02 -0.02 0.128
H -2.4705 -2.6304 2.9320 -0.02 -0.01 0.02 0.123
H -1.1912 -2.3651 0.8108 0.12 -0.22 0.12 0.087
C -3.5946 -7.6129 -0.6244 0.49 -0.06 -0.06 0.025
C -2.3485 -7.4665 -0.1638 -0.29 -0.14 -0.32 0.022
C -2.0802 -6.7797 1.1151 0.69 0.05 0.27 -0.380
O -0.9399 -6.6434 1.5364 -0.60 0.04 -0.22 0.092
C -3.2418 -6.2627 1.8656 -0.43 0.08 0.01 0.021
C -4.4879 -6.4091 1.4051 0.30 0.19 0.36 0.029
C -4.7561 -7.0960 0.1262 -0.99 -0.14 -0.36 -0.381
O -5.8965 -7.2322 -0.2952 0.86 0.12 0.31 0.109
H -3.8087 -8.1135 -1.5608 -0.03 0.01 0.03 0.125
H -1.4860 -7.8407 -0.7022 -0.01 0.02 0.05 0.123
H -3.0277 -5.7622 2.8020 0.01 -0.03 0.02 0.116
H -5.3504 -6.0349 1.9435 0.00 -0.04 -0.04 0.126
C 1.8523 5.7315 -4.4212 -0.22 0.26 -0.23 0.026
C 1.6321 6.8611 -5.1008 -0.11 -0.54 -0.01 0.039
C 2.1674 8.1543 -4.6313 -0.18 1.11 -0.62 -0.368
O 1.9647 9.1890 -5.2516 0.18 -0.98 0.57 0.131
C 2.9562 8.1505 -3.3833 0.22 -0.21 0.42 0.042
C 3.1763 7.0209 -2.7037 0.07 0.29 -0.04 0.031
C 2.6411 5.7277 -3.1732 -0.11 0.05 -0.17 -0.345
O 2.8438 4.6930 -2.5529 -1.22 2.49 -3.99 -0.223
H 1.4663 4.7748 -4.7514 0.03 0.01 0.00 0.109
H 1.0561 6.8803 -6.0183 0.03 0.04 0.02 0.130
H 3.3422 9.1072 -3.0531 -0.03 -0.01 -0.03 0.132
H 3.7523 7.0017 -1.7863 -0.01 0.03 -0.03 0.122
```
Forces are in eV/Å.

Record 5
Here is H14O7Ti as an isolated structure from OMol25. Energies are from ωB97M-V/def2-TZVPD.

Computed properties:
E_HOMO (spin up / spin down)	-0.314 / -0.555	Eh
charge	+1
gap between HOMO and LUMO (spin up / spin down)	0.1953 / 0.4132	hartree
2S+1	4
LUMO energy (spin up / spin down)	-3.234 / -3.852	eV

Geometry as XYZ:
```
22
Properties=species:S:1:pos:R:3:forces:R:3:lowdin_charge:R:1
Ti 5.7989 4.9916 7.5215 0.11 0.19 0.00 0.711
O 6.1245 7.0173 8.7758 -0.04 -0.11 -1.25 -0.065
H 6.2238 6.8196 9.6946 0.28 -0.01 1.03 0.064
H 6.9627 7.3858 8.4347 -0.71 -0.05 0.49 0.073
O 7.6167 4.1366 8.3758 1.29 -1.06 -1.47 -0.123
H 7.8108 3.3628 8.9166 -0.29 -0.05 0.73 0.085
H 8.0247 3.8257 7.5164 -0.14 0.85 0.95 0.069
O 3.8279 5.9379 7.3757 -0.88 -0.19 -1.66 -0.101
H 3.4272 6.1474 6.4868 0.59 -0.10 1.36 0.115
H 4.2770 6.7228 7.6842 -0.21 1.11 0.15 0.026
O 6.9764 7.0583 6.2676 0.70 -0.93 0.66 -0.077
H 7.0313 6.4441 5.5157 -0.33 0.41 -0.41 0.018
H 7.8285 6.9024 6.7242 -0.31 0.28 -0.52 0.062
O 5.6850 5.7993 4.0974 0.01 1.47 -0.94 -0.040
H 5.4161 4.9852 4.4753 -0.59 -1.43 0.40 -0.018
H 5.0308 6.0353 3.4086 0.60 -0.24 0.54 0.083
O 6.3481 3.2409 5.7378 1.96 1.15 -0.61 -0.077
H 7.3016 3.4479 5.4646 -1.91 -0.16 -0.06 0.104
H 6.5310 2.6639 6.4675 -0.36 -1.22 0.76 0.021
O 4.6361 3.1489 8.4817 0.76 0.43 0.09 -0.081
H 4.5181 3.6044 9.3392 -0.36 -0.51 -0.51 0.071
H 3.7888 2.8482 8.1345 -0.16 0.17 0.28 0.080
```
Forces are in eV/Å.

Maximum force: 0.0937, 0.0369, 0.0819, 0.1127, 0.0458 (Eh/bohr)